This record from the OMol25 dataset describes a cluster of 2 separate species, C4H11N2O in total at a distorted geometry. The level of theory is the ωB97M-V functional and the def2-TZVPD basis.

Geometry (Å):
N -3.475 -0.838 0.021
C -1.161 1.456 -0.282
C -0.310 0.334 -0.223
N 0.682 0.367 0.846
C 1.844 -0.484 0.643
C 2.784 -0.039 -0.575
O -0.449 -0.728 -0.819
H -2.445 -0.861 -0.095
H -3.914 -0.928 0.945
H -3.877 -1.398 -0.745
H -1.886 1.529 -1.081
H -1.201 2.155 0.548
H 0.893 1.310 1.186
H 1.389 -1.434 0.421
H 2.346 -0.499 1.633
H 3.470 -0.873 -0.675
H 2.080 0.015 -1.401
H 3.229 0.916 -0.346

Summary:
- Spin multiplicity: 2
- Orbital gap (alpha / beta): 5.03 / 4.82 eV
- Relative energy (zero: lowest compared OMol25 entry of this formula, charge and spin): 560.9 kJ/mol
- LUMO energy (alpha / beta): -0.5099 / -0.5175 Ha
- ⟨S²⟩: 0.784
- Net charge: +2
- F_max: 0.0658 Eh/bohr
- E_HOMO (alpha / beta): -18.902 / -18.897 eV

These are the natural (NBO) partial charges, in e, on atoms 1 to 6:
1. N -0.78
2. C 0.07
3. C 0.42
4. N -0.22
5. C -0.25
6. C -0.50